Entry 1:
# C9H17NO3P

The ion C9H17NO3P with charge -1 in a non-equilibrium geometry (wB97M-V/def2-TZVPD, the Open Molecules 2025 dataset).

Bonds (Å) are listed after each position.
Positions of all 31 atoms, in Å:
1 C 2.123 -0.939 1.196  C2 1.277, H15 1.058, H16 1.080
2 C 1.507 0.034 0.645  C1 1.277, C4 1.516, H17 1.146
3 C -0.936 0.614 -0.151  C4 1.573, C5 1.729, C8 1.480, H18 1.111
4 C 0.472 -0.014 -0.461  C2 1.516, C3 1.573, C5 1.526, C9 1.516
5 C 0.235 1.281 -1.234  C3 1.729, C4 1.526, N10 1.406, P14 1.875
6 C -1.829 0.672 2.178  C8 1.566, H19 1.129, H20 1.066, H21 1.056
7 C -0.339 -2.508 -0.543  C9 1.546, H22 1.109, H23 1.129, H24 1.119
8 C -1.082 1.463 1.052  C3 1.480, C6 1.566, H25 1.055, H26 1.088
9 C 0.289 -1.291 -1.259  C4 1.516, C7 1.546, H27 1.105, H28 1.201
10 N 0.003 1.139 -2.613  C5 1.406, H29 1.039, H30 1.007
11 O 1.434 3.230 0.459  P14 1.465
12 O 2.365 2.506 -1.811  P14 1.645, H31 0.986
13 O 0.148 3.895 -1.687  P14 1.517
14 P 1.049 2.941 -0.925  C5 1.875, O11 1.465, O12 1.645, O13 1.517
15 H 2.886 -0.817 1.919  C1 1.058
16 H 2.077 -1.931 0.770  C1 1.080
17 H 1.620 1.132 0.953  C2 1.146
18 H -1.653 0.186 -0.884  C3 1.111
19 H -2.934 0.900 2.154  C6 1.129
20 H -1.355 0.988 3.078  C6 1.066
21 H -1.805 -0.294 1.751  C6 1.056
22 H 0.279 -2.629 0.369  C7 1.109
23 H -0.239 -3.384 -1.248  C7 1.129
24 H -1.429 -2.341 -0.353  C7 1.119
25 H -0.137 1.681 1.468  C8 1.055
26 H -1.567 2.379 0.722  C8 1.088
27 H -0.364 -1.159 -2.141  C9 1.105
28 H 1.396 -1.645 -1.563  C9 1.201
29 H 0.703 0.426 -2.896  N10 1.039
30 H 0.052 2.090 -2.940  N10 1.007
31 H 2.997 2.852 -1.138  O12 0.986

Total charge ... -1
Multiplicity ... 3
Total energy ... -26526.76304 eV
⟨S²⟩ ... 2.01
E_LUMO (alpha / beta) ... 3.46 / 0.92 eV
Gap between HOMO and LUMO (alpha / beta) ... 2.7 / 6.2 eV
Maximum force ... 8.88 eV/Å

=====

Entry 2:
# C29H35NO2S

A cluster of 2 separate species, C29H35NO2S in total in a non-equilibrium geometry (wB97M-V/def2-TZVPD, the Open Molecules 2025 dataset).

Bonds (Å) are listed after each position.
Positions of all 68 atoms, in Å:
1 C 5.636 -4.055 0.085  O2 1.435, H30 1.124, H31 1.131, H32 1.123
2 O 6.005 -4.032 -1.302  C1 1.435, C3 1.448
3 C 5.891 -2.686 -1.822  O2 1.448, C4 1.575, H33 1.122, H34 1.124
4 C 7.316 -2.019 -1.752  C3 1.575, C5 1.577, H35 1.128, H36 1.124
5 C 7.307 -0.442 -1.776  C4 1.577, C6 1.584, H37 1.128, H38 1.131
6 C 6.346 0.233 -0.713  C5 1.584, C7 1.589, H39 1.129, H40 1.128
7 C 5.261 1.082 -1.505  C6 1.589, C8 1.571, H41 1.134, H42 1.124
8 C 4.247 1.805 -0.548  C7 1.571, C9 1.469, C13 1.472
9 C 4.205 1.581 0.903  C8 1.469, C10 1.483, H43 1.119
10 C 3.209 2.246 1.778  C9 1.483, C11 1.461, H44 1.114
11 C 2.274 3.152 1.118  C10 1.461, C12 1.480, S29 1.834
12 C 2.300 3.419 -0.338  C11 1.480, C13 1.466, N14 1.445
13 C 3.300 2.745 -1.171  C8 1.472, C12 1.466, H45 1.123
14 N 1.360 4.333 -0.947  C12 1.445, C15 1.448, H46 1.020
15 C -0.019 4.058 -0.603  N14 1.448, C16 1.479, C28 1.478
16 C -0.982 3.948 -1.720  C15 1.479, C17 1.476, H47 1.118
17 C -2.371 3.626 -1.338  C16 1.476, C18 1.471, H48 1.121
18 C -2.772 3.431 0.064  C17 1.471, C19 1.585, C27 1.477
19 C -4.269 3.040 0.407  C18 1.585, C20 1.576, H49 1.118, H50 1.126
20 C -4.409 1.532 -0.029  C19 1.576, C21 1.480, C26 1.466
21 C -4.866 1.169 -1.388  C20 1.480, C22 1.467, H51 1.114
22 C -4.959 -0.230 -1.822  C21 1.467, C23 1.481, H52 1.122
23 C -4.590 -1.363 -0.942  C22 1.481, C24 1.562, C25 1.473
24 C -4.653 -2.842 -1.439  C23 1.562, H53 1.130, H54 1.119, H55 1.130
25 C -4.158 -0.989 0.415  C23 1.473, C26 1.472, H56 1.122
26 C -4.066 0.413 0.854  C20 1.466, C25 1.472, H57 1.120
27 C -1.806 3.559 1.174  C18 1.477, C28 1.458, H58 1.111
28 C -0.430 3.872 0.805  C15 1.478, C27 1.458, S29 1.835
29 S 0.938 4.032 2.017  C11 1.834, C28 1.835
30 H 6.146 -4.890 0.639  C1 1.124
31 H 4.518 -4.218 0.128  C1 1.131
32 H 5.847 -3.095 0.629  C1 1.123
33 H 5.540 -2.795 -2.883  C3 1.122
34 H 5.088 -2.132 -1.263  C3 1.124
35 H 7.876 -2.356 -2.672  C4 1.128
36 H 7.852 -2.379 -0.833  C4 1.124
37 H 8.345 -0.016 -1.657  C5 1.128
38 H 6.971 -0.124 -2.808  C5 1.131
39 H 6.880 0.970 -0.045  C6 1.129
40 H 5.768 -0.521 -0.104  C6 1.128
41 H 4.658 0.337 -2.109  C7 1.134
42 H 5.717 1.785 -2.255  C7 1.124
43 H 4.905 0.865 1.402  C9 1.119
44 H 3.151 2.059 2.875  C10 1.114
45 H 3.295 2.983 -2.269  C13 1.123
46 H 1.510 4.269 -1.954  N14 1.020
47 H -0.686 4.090 -2.788  C16 1.118
48 H -3.097 3.528 -2.187  C17 1.121
49 H -5.008 3.704 -0.103  C19 1.118
50 H -4.400 3.159 1.520  C19 1.126
51 H -5.141 1.973 -2.108  C21 1.114
52 H -5.282 -0.522 -2.856  C22 1.122
53 H -5.064 -2.903 -2.490  C24 1.130
54 H -5.282 -3.497 -0.785  C24 1.119
55 H -3.628 -3.312 -1.502  C24 1.130
56 H -3.865 -1.842 1.082  C25 1.122
57 H -3.714 0.636 1.894  C26 1.120
58 H -2.090 3.426 2.239  C27 1.111
59 C -6.255 -4.179 4.343  C60 1.507, H63 1.090, H64 1.092, H65 1.092
60 C -6.393 -3.455 3.028  C59 1.507, O61 1.212, C62 1.507
61 O -5.582 -3.600 2.139  C60 1.212
62 C -7.581 -2.541 2.862  C60 1.507, H66 1.092, H67 1.092, H68 1.091
63 H -5.358 -4.798 4.321  C59 1.090
64 H -6.163 -3.457 5.157  C59 1.092
65 H -7.121 -4.822 4.506  C59 1.092
66 H -7.547 -1.748 3.611  C62 1.092
67 H -8.506 -3.113 2.960  C62 1.092
68 H -7.552 -2.089 1.870  C62 1.091

Multiplicity ... 1
Total energy ... -47057.24979 eV
E_LUMO ... 0.74 eV
Gap between HOMO and LUMO ... 8.3 eV
Maximum force ... 3.74 eV/Å

=====

Entry 3:
# C3H7ClN2O

A cluster of 2 separate species, C3H7ClN2O in total in a non-equilibrium geometry (wB97M-V/def2-TZVPD, the Open Molecules 2025 dataset).

Bonds (Å) are listed after each position.
Positions of all 14 atoms, in Å:
1 C 1.822 -1.296 0.012  C2 1.436, O6 1.384, H8 1.209, H9 1.079
2 C 1.008 -0.406 0.791  C1 1.436, O6 1.379, H10 1.127
3 C -1.232 0.397 -0.088  N4 1.388, N5 1.387, Cl7 1.652
4 N -0.908 0.578 -1.425  C3 1.388, H11 0.966, H12 0.955
5 N -1.552 1.512 0.673  C3 1.387, H13 0.945, H14 0.966
6 O 1.940 0.078 -0.102  C1 1.384, C2 1.379
7 Cl -2.238 -0.908 0.026  C3 1.652
8 H 2.807 -1.901 0.371  C1 1.209
9 H 1.314 -1.921 -0.705  C1 1.079
10 H 1.022 -0.285 1.912  C2 1.127
11 H -0.091 0.970 -1.758  N4 0.966
12 H -1.146 -0.177 -1.960  N4 0.955
13 H -2.003 1.328 1.482  N5 0.945
14 H -0.741 2.029 0.771  N5 0.966

Multiplicity ... 1
Total energy ... -20769.51432 eV
E_LUMO (alpha / beta) ... 0.79 / 0.81 eV
Gap between HOMO and LUMO (alpha / beta) ... 8.0 / 7.6 eV
Maximum force ... 4.29 eV/Å

=====

Entry 4:
# C4H14O2S

A cluster of 3 separate species, C4H14O2S in total in a non-equilibrium geometry (wB97M-V/def2-TZVPD, the Open Molecules 2025 dataset).

Bonds (Å) are listed after each position.
Positions of all 21 atoms, in Å:
1 C 2.104 0.477 1.467  C2 1.520, H6 1.092, H7 1.081, H8 1.086
2 C 0.899 -0.432 1.650  C1 1.520, C3 1.506, H9 1.096, H10 1.106
3 C -0.212 -0.100 0.690  C2 1.506, S4 1.839, H11 1.087, H12 1.091
4 S 0.305 -0.281 -1.065  C3 1.839, C5 1.807
5 C -1.344 -0.387 -1.796  S4 1.807, H13 1.085, H14 1.088, H15 1.091
6 H 1.777 1.480 1.187  C1 1.092
7 H 2.708 0.573 2.358  C1 1.081
8 H 2.714 0.087 0.657  C1 1.086
9 H 0.488 -0.397 2.665  C2 1.096
10 H 1.215 -1.475 1.463  C2 1.106
11 H -0.602 0.910 0.787  C3 1.087
12 H -1.064 -0.773 0.802  C3 1.091
13 H -1.740 0.602 -1.998  C5 1.085
14 H -1.292 -0.913 -2.746  C5 1.088
15 H -1.997 -0.969 -1.143  C5 1.091
16 H -1.584 -3.585 -0.906  O18 0.967
17 H -0.387 -2.836 -0.346  O18 0.968
18 O -1.251 -3.187 -0.090  H16 0.967, H17 0.968
19 H -0.193 4.290 -1.765  O21 0.965
20 H -0.639 3.157 -0.857  O21 0.961
21 O 0.096 3.757 -1.014  H19 0.965, H20 0.961

Multiplicity ... 1
Total energy ... -19305.22592 eV
E_LUMO ... 0.64 eV
Gap between HOMO and LUMO ... 9.3 eV
Maximum force ... 1.07 eV/Å

=====

Entry 5:
# C5H9O3P

The ion C5H9O3P with charge -2 in a non-equilibrium geometry (wB97M-V/def2-TZVPD, the Open Molecules 2025 dataset).

Bonds (Å) are listed after each position.
Positions of all 18 atoms, in Å:
1 C -0.088 -0.562 -0.089  C2 1.650, C3 1.461, C4 1.526
2 C -0.348 0.259 1.319  C1 1.650, C5 1.472, P9 1.939
3 C -0.294 -2.008 -0.100  C1 1.461, H10 1.163, H11 1.158, H12 0.999
4 C 0.243 0.255 -1.335  C1 1.526, H13 1.083, H14 1.062, H15 1.052
5 C -0.029 1.695 1.367  C2 1.472, H16 1.195, H17 1.082, H18 1.019
6 O -1.228 -1.774 3.033  P9 1.481
7 O -1.202 0.592 3.984  P9 1.533
8 O -2.791 0.033 2.094  P9 1.542
9 P -1.464 -0.333 2.790  C2 1.939, O6 1.481, O7 1.533, O8 1.542
10 H -0.125 -2.325 1.006  C3 1.163
11 H 0.361 -2.757 -0.692  C3 1.158
12 H -1.240 -2.261 -0.299  C3 0.999
13 H 0.049 1.282 -1.052  C4 1.083
14 H -0.313 -0.024 -2.196  C4 1.062
15 H 1.289 0.258 -1.440  C4 1.052
16 H 1.121 1.977 1.528  C5 1.195
17 H -0.458 2.174 0.498  C5 1.082
18 H -0.612 1.786 2.198  C5 1.019

Total charge ... -2
Multiplicity ... 1
Total energy ... -20759.75323 eV
E_LUMO ... 6.28 eV
Gap between HOMO and LUMO ... 5.6 eV
Maximum force ... 8.30 eV/Å

=====

Entry 6:
# C4H9NO

A cluster of 2 separate species, C4H9NO in total (wB97M-V/def2-TZVPD, the Open Molecules 2025 dataset).

Bonds (Å) are listed after each position.
Positions of all 15 atoms, in Å:
1 C -0.994 -0.542 0.943  N2 1.313, H8 1.080, H9 1.080
2 N -0.293 0.349 0.280  C1 1.313, C3 1.474, C4 1.361
3 C -1.039 1.489 -0.282  N2 1.474, H10 1.090, H11 1.090, H12 1.092
4 C 1.028 0.336 -0.047  N2 1.361, C5 1.429, H13 1.082
5 C 1.959 -0.662 0.377  C4 1.429, O6 1.224, H15 1.113
6 O 3.152 -0.643 0.102  C5 1.224
7 H -0.600 -1.903 -1.346  H14 0.749
8 H -2.047 -0.361 1.102  C1 1.080
9 H -0.516 -1.424 1.342  C1 1.080
10 H -2.012 1.567 0.201  C3 1.090
11 H -0.468 2.402 -0.109  C3 1.090
12 H -1.161 1.327 -1.355  C3 1.092
13 H 1.385 1.180 -0.622  C4 1.082
14 H 0.053 -1.620 -1.580  H7 0.749
15 H 1.552 -1.494 0.995  C5 1.113

Multiplicity ... 1
Total energy ... -7828.41476 eV
E_LUMO ... 0.15 eV
Gap between HOMO and LUMO ... 7.8 eV
Maximum force ... 0.30 eV/Å

=====

Entry 7:
# C3H6BFN2O3S2

An isolated molecule of C3H6BFN2O3S2 (wB97M-V/def2-TZVPD, the Open Molecules 2025 dataset).

Bonds (Å) are listed after each position.
Positions of all 18 atoms, in Å:
1 C -1.533 -1.422 1.456  C2 1.559, H13 1.089, H14 1.087, H15 1.087
2 C -1.495 -0.451 0.237  C1 1.559, B3 1.555, H16 1.091, H17 1.089
3 B -0.104 -0.544 -0.451  C2 1.555, O4 1.360, N5 1.534
4 O 0.312 -1.706 -1.021  B3 1.360, H18 0.963
5 N 0.867 0.633 -0.608  B3 1.534, N6 1.447, S9 1.628
6 N 0.498 1.459 -1.739  N5 1.447, C7 1.227
7 C 1.281 1.378 -2.680  N6 1.227, S8 1.543
8 S 2.272 1.311 -3.860  C7 1.543
9 S 1.168 1.477 0.751  N5 1.628, O10 1.415, O11 1.423, F12 1.564
10 O 0.695 2.810 0.715  S9 1.415
11 O 0.894 0.590 1.830  S9 1.423
12 F 2.727 1.562 0.646  S9 1.564
13 H -1.707 -0.841 2.360  C1 1.089
14 H -2.357 -2.127 1.374  C1 1.087
15 H -0.597 -1.953 1.609  C1 1.087
16 H -2.277 -0.756 -0.462  C2 1.091
17 H -1.711 0.564 0.566  C2 1.089
18 H 1.236 -1.916 -0.847  O4 0.963

Multiplicity ... 1
Total energy ... -37395.09016 eV
E_LUMO ... -0.75 eV
Gap between HOMO and LUMO ... 9.5 eV
Maximum force ... 0.70 eV/Å